1.
The following is a DFT calculation (wB97M-V/def2-TZVPD) of a 2-piece molecular cluster, C3H12N3O overall at a distorted geometry.

Output
F_max	8.14	eV/A
highest occupied orbital energy	-0.4984	Ha
gap between HOMO and LUMO	10.35	eV
total charge	+1
ΔE to the lowest compared entry with this formula, charge and spin	4.682	eV
molecular weight	106.1	g mol⁻¹

Atoms and positions in Å:
C (-1.517, -1.138, 0.355)
C (1.877, -0.622, 0.488)
C (-0.972, -0.119, -0.466)
N (-1.579, -0.002, -1.604)
N (-0.267, 0.847, 0.103)
N (0.032, 2.067, -0.486)
O (1.403, -0.036, 1.782)
H (-1.186, -1.130, 1.397)
H (-2.652, -1.121, 0.410)
H (-1.338, -2.099, 0.017)
H (0.987, -1.023, 0.061)
H (2.303, 0.053, -0.253)
H (2.507, -1.453, 0.833)
H (-2.154, -0.748, -2.124)
H (0.409, 0.661, 0.853)
H (0.603, 2.662, 0.155)
H (2.143, 0.494, 2.314)
H (0.517, 1.896, -1.409)
H (-1.115, 0.813, -2.424)

Cartesian forces, eV/Å:
-1.98 -1.34 3.37
0.87 -1.06 2.34
-0.88 2.77 1.17
1.13 3.04 -7.46
-0.40 0.04 -0.72
0.65 0.55 -2.09
2.63 1.72 0.39
0.14 0.28 -0.21
1.32 0.56 -0.24
0.67 -2.07 -0.98
-0.07 -0.67 -0.13
0.38 0.22 0.50
0.23 0.38 -0.84
1.36 1.46 1.73
-0.87 -0.50 1.05
-0.63 -0.95 -0.84
-2.09 -1.86 -1.98
-0.29 0.71 1.48
-2.15 -3.28 3.48

***

2.
The following is a DFT calculation (wB97M-V/def2-TZVPD) of a 2-piece molecular cluster, C3H12N3O overall at a distorted geometry.

Output
F_max	5.49	eV/A
highest occupied orbital energy	-0.5288	Ha
gap between HOMO and LUMO	11.46	eV
total charge	+1
ΔE to the lowest compared entry with this formula, charge and spin	1.860	eV
molecular weight	106.1	g mol⁻¹

Atoms and positions in Å:
C (1.708, 0.423, 2.423)
O (2.221, 0.697, 1.137)
H (2.902, 1.446, 1.240)
H (0.834, -0.184, 2.326)
H (1.425, 1.385, 2.828)
H (2.452, -0.069, 2.975)
C (-2.293, -0.364, 0.080)
C (-0.299, -0.314, -1.341)
N (1.072, -0.066, -1.388)
N (-0.873, -0.111, -0.092)
N (-1.070, -0.723, -2.500)
H (1.652, -0.062, -0.519)
H (1.562, -0.047, -2.255)
H (-0.391, 0.569, 0.536)
H (-2.059, -0.829, -2.468)
H (-0.723, -0.673, -3.403)
H (-2.851, -0.201, -0.873)
H (-2.663, 0.418, 0.762)
H (-2.604, -1.294, 0.533)

Cartesian forces, eV/Å:
-0.37 1.24 -0.52
1.71 1.70 -1.00
-1.53 -1.82 -0.42
-0.48 -0.55 -0.05
-0.16 0.00 0.80
0.77 -0.69 1.22
-1.19 1.68 0.12
0.64 0.42 -0.43
-2.76 -0.81 0.36
0.77 -0.48 -2.45
1.94 1.03 5.04
-0.85 0.31 -0.56
0.07 -0.13 -0.51
-0.45 -1.09 -0.93
-0.39 0.08 0.49
1.33 0.08 -1.56
0.42 -0.16 0.82
0.01 -0.26 -0.29
0.54 -0.53 -0.12

***

3.
The following is a DFT calculation (wB97M-V/def2-TZVPD) of a 2-piece molecular cluster, C3H12N3O overall.

Output
F_max	0.99	eV/A
highest occupied orbital energy	-0.5276	Ha
gap between HOMO and LUMO	11.53	eV
total charge	+1
ΔE to the lowest compared entry with this formula, charge and spin	1.017	eV
molecular weight	106.1	g mol⁻¹

Atoms and positions in Å:
C (-1.154, -1.626, 1.691)
O (-0.747, -2.084, 0.410)
H (-0.680, -3.042, 0.405)
H (-2.200, -1.853, 1.913)
H (-0.543, -2.085, 2.469)
H (-1.045, -0.549, 1.734)
C (2.217, 1.055, -0.183)
C (-0.130, 0.755, -0.877)
N (1.102, 0.303, -0.746)
N (-0.505, 2.004, -0.566)
N (-1.055, -0.047, -1.445)
H (1.188, -0.682, -0.958)
H (0.182, 2.598, -0.135)
H (-1.279, 2.405, -1.080)
H (-0.897, -1.038, -1.340)
H (-2.014, 0.226, -1.243)
H (1.909, 2.019, 0.211)
H (3.015, 1.157, -0.904)
H (2.636, 0.485, 0.645)

Cartesian forces, eV/Å:
-0.19 -0.39 0.58
0.16 -0.03 -0.49
-0.08 -0.06 0.16
0.02 -0.08 -0.20
0.04 0.16 0.05
0.18 0.18 -0.11
0.28 -0.76 0.37
-0.49 -0.11 -0.85
-0.47 0.35 0.32
0.41 -0.30 0.07
-0.28 0.61 0.32
0.40 0.07 0.23
-0.31 0.34 -0.23
0.17 0.08 0.33
-0.10 -0.13 0.04
0.26 -0.24 -0.22
0.07 -0.05 -0.17
0.03 0.30 -0.34
-0.09 0.06 0.13

***

4.
The following is a DFT calculation (wB97M-V/def2-TZVPD) of C3H12N3P as an isolated structure at a distorted geometry.

Output
F_max	3.28	eV/A
highest occupied orbital energy	-0.2968	Ha
gap between HOMO and LUMO	9.20	eV
ΔE to the lowest compared entry with this formula, charge and spin	0.235	eV
molecular weight	121.1	g mol⁻¹

Atoms and positions in Å:
C (-1.842, -0.573, -0.388)
C (-0.366, -1.704, 1.115)
C (0.416, 2.489, 0.426)
N (1.265, -1.029, -1.080)
N (-0.725, -0.467, 0.503)
N (0.654, 0.071, -0.584)
P (1.360, 0.935, 0.714)
H (-1.760, -1.424, -1.079)
H (-2.751, -0.700, 0.207)
H (-1.927, 0.347, -0.961)
H (0.517, -1.548, 1.737)
H (-1.197, -2.007, 1.758)
H (-0.170, -2.510, 0.393)
H (-0.621, 2.307, 0.703)
H (0.472, 2.775, -0.622)
H (0.827, 3.279, 1.053)
H (2.170, -1.294, -0.719)
H (1.146, -1.123, -2.076)
H (2.494, 1.344, -0.043)

Cartesian forces, eV/Å:
-0.11 -0.04 -0.15
0.13 -0.21 -0.03
0.10 -0.17 0.12
0.17 -0.12 -0.11
1.76 1.46 -1.15
-2.73 -1.61 0.85
0.43 0.67 0.41
-0.01 -0.01 -0.06
-0.03 -0.05 -0.04
-0.07 0.02 -0.04
-0.02 -0.12 0.06
0.08 -0.04 -0.01
0.00 0.01 0.00
0.00 0.04 0.05
-0.03 0.04 0.01
-0.03 0.07 0.03
0.01 0.02 0.05
0.18 0.05 0.04
0.16 0.01 -0.01

***

5.
The following is a DFT calculation (wB97M-V/def2-TZVPD) of a 2-piece molecular cluster, C3H12N3S overall.

Output
F_max	0.24	eV/A
highest occupied orbital energy	-0.1075	Ha
gap between HOMO and LUMO	7.08	eV
total charge	-1
ΔE to the lowest compared entry with this formula, charge and spin	0.070	eV
molecular weight	122.2	g mol⁻¹

Atoms and positions in Å:
N (-1.110, 0.375, 2.043)
C (0.018, 0.386, 2.971)
N (1.063, 1.377, 2.730)
H (-1.617, 1.253, 2.109)
H (-0.704, 0.329, 1.104)
H (-0.367, 0.510, 3.984)
H (0.498, -0.592, 2.896)
H (1.359, 1.231, 1.764)
H (0.657, 2.308, 2.750)
C (-0.653, -0.906, -2.374)
C (0.631, -1.359, -1.678)
S (1.288, -0.109, -0.523)
N (-0.527, 0.362, -3.094)
H (-1.431, -0.802, -1.613)
H (-0.981, -1.676, -3.075)
H (1.389, -1.573, -2.443)
H (0.436, -2.287, -1.141)
H (0.029, 0.209, -3.927)
H (0.023, 0.965, -2.481)

Cartesian forces, eV/Å:
0.10 0.09 0.08
-0.13 -0.07 -0.18
-0.04 0.04 -0.11
0.06 0.00 -0.02
-0.11 -0.14 -0.05
0.04 -0.01 0.09
-0.03 0.02 0.07
0.18 0.01 0.08
-0.04 -0.01 0.02
0.16 0.00 0.16
0.13 0.20 0.00
-0.01 0.08 -0.02
-0.24 0.00 -0.03
-0.05 0.06 0.00
-0.11 -0.09 -0.13
-0.03 -0.04 0.00
-0.05 -0.17 0.03
0.14 0.02 0.03
0.04 0.02 -0.03

***

6.
The following is a DFT calculation (wB97M-V/def2-TZVPD) of a 2-piece molecular cluster, C3H12N3S overall at a distorted geometry.

Output
F_max	5.51	eV/A
highest occupied orbital energy	-0.4356	Ha
gap between HOMO and LUMO	4.85	eV
total charge	+1
ΔE to the lowest compared entry with this formula, charge and spin	5.566	eV
molecular weight	122.2	g mol⁻¹

Atoms and positions in Å:
N (2.154, 0.614, -0.705)
C (1.107, 0.147, 0.150)
N (0.511, 1.289, 1.052)
N (1.360, -1.138, 0.570)
H (2.994, 0.408, -0.170)
H (2.102, -0.031, -1.500)
H (1.313, 1.278, 1.695)
H (0.753, 1.929, 0.291)
H (2.373, -1.126, 0.670)
H (0.999, -1.226, 1.525)
C (-1.416, -1.413, -0.933)
S (-2.945, -0.500, -0.665)
C (-2.159, 0.861, 0.104)
H (-1.345, -2.234, -0.218)
H (-0.635, -0.661, -0.674)
H (-1.308, -1.729, -1.967)
H (-2.829, 1.716, 0.162)
H (-1.749, 0.637, 1.095)
H (-1.281, 1.181, -0.482)

Cartesian forces, eV/Å:
-2.37 -0.44 -1.04
2.48 0.78 3.74
1.82 -3.70 -3.65
-0.89 2.96 1.74
0.42 0.42 -0.41
0.74 0.36 -0.26
-0.27 0.39 0.42
-0.43 1.31 0.93
0.01 -1.32 -0.62
-0.66 -0.84 -0.34
-0.04 0.39 0.37
-0.29 -0.43 -0.71
0.48 1.04 0.59
0.32 -0.07 -0.18
-0.24 -0.57 -0.48
-0.03 -0.21 0.07
-0.13 -0.10 0.13
-0.43 0.03 -0.07
-0.51 -0.01 -0.23

***

7.
The following is a DFT calculation (wB97M-V/def2-TZVPD) of one molecule with the formula C3H12N4 at a distorted geometry.

Output
F_max	1.77	eV/A
highest occupied orbital energy	-0.3086	Ha
gap between HOMO and LUMO	9.44	eV
SMILES	CC(C)(NN)NN
ΔE to the lowest compared entry with this formula, charge and spin	2.367	eV
molecular weight	104.2	g mol⁻¹

Atoms and positions in Å:
C (1.189, -1.279, -0.174)
C (0.033, -0.284, 0.003)
C (-0.366, -0.186, 1.482)
N (0.305, 1.015, -0.602)
N (1.518, 1.664, 0.045)
N (-1.151, -0.849, -0.838)
N (-2.272, 0.063, -0.937)
H (0.904, -2.282, 0.166)
H (2.067, -0.981, 0.409)
H (1.498, -1.356, -1.223)
H (-0.717, -1.154, 1.860)
H (0.484, 0.114, 2.105)
H (-1.163, 0.548, 1.642)
H (0.495, 0.817, -1.589)
H (1.212, 2.144, 0.896)
H (1.868, 2.410, -0.564)
H (-1.444, -1.712, -0.369)
H (-2.371, 0.382, -1.904)
H (-2.087, 0.924, -0.409)

Cartesian forces, eV/Å:
0.05 -0.14 0.12
-0.89 -1.27 -0.78
0.12 0.38 0.02
0.59 1.06 0.83
-0.48 -0.70 -0.55
1.27 1.12 0.51
-0.11 0.02 0.23
-0.06 0.13 -0.06
-0.24 0.10 -0.07
-0.20 0.08 0.14
0.11 0.14 -0.21
-0.04 -0.03 -0.12
0.05 -0.10 -0.11
0.39 0.30 0.45
-0.34 -0.25 -0.52
-0.49 -0.47 0.01
-0.15 0.60 -0.11
0.36 -0.38 0.33
0.07 -0.61 -0.10

***

8.
The following is a DFT calculation (wB97M-V/def2-TZVPD) of a 2-piece molecular cluster, C3H12N4 overall at a distorted geometry.

Output
F_max	4.38	eV/A
highest occupied orbital energy	-0.6240	Ha
gap between HOMO and LUMO	9.47	eV
total charge	+2
ΔE to the lowest compared entry with this formula, charge and spin	4.086	eV
molecular weight	104.2	g mol⁻¹

Atoms and positions in Å:
C (-1.159, 0.670, -0.455)
C (-2.525, 0.878, 0.204)
C (-1.185, -0.875, -0.496)
N (-2.254, -1.381, -0.056)
N (1.937, -0.337, 0.061)
N (-2.998, -0.460, 0.611)
N (3.351, 0.072, -0.090)
H (-1.036, 1.216, -1.327)
H (-0.256, 1.068, 0.240)
H (-2.462, 1.561, 1.050)
H (-3.273, 1.365, -0.436)
H (-0.466, -1.609, -0.913)
H (-2.517, -2.358, 0.181)
H (1.857, -1.318, 0.426)
H (1.297, 0.292, 0.653)
H (-3.926, -0.680, 0.801)
H (4.068, -0.176, 0.594)
H (3.282, 1.091, -0.342)
H (3.661, -0.480, -1.036)

Cartesian forces, eV/Å:
1.02 -1.61 3.94
-1.17 1.11 0.38
2.36 -0.60 -2.65
-1.25 0.46 2.28
-0.76 -0.58 1.21
1.55 0.96 0.03
-1.24 -1.06 -3.69
0.22 0.41 -2.10
-2.25 -1.03 -1.34
0.03 -0.37 0.30
0.33 -0.34 -0.33
-0.30 0.94 0.15
0.64 0.49 -0.81
0.58 1.31 -0.33
2.31 -0.90 -0.77
-1.87 -0.31 0.02
-0.30 0.33 0.71
0.77 -1.04 0.45
-0.69 1.83 2.55

***

Number 1: calculated total energy -9814.132 eV. Number 2: calculated total energy -9816.953 eV. Number 3: calculated total energy -9817.796 eV. Number 4: calculated total energy -17061.534 eV. Number 5: calculated total energy -18612.383 eV. Number 6: calculated total energy -18600.674 eV. Number 7: calculated total energy -9263.937 eV. Number 8: calculated total energy -9245.940 eV.